No. 1
Formula: C23H26MnN4S
Source: the OMol25 dataset
Level of theory: the ωB97M-V functional and the def2-TZVPD basis

Atoms and positions in Å:
1 Mn -0.1870 -0.3029 -0.2652
2 C 2.3304 3.1920 0.3443
3 C 2.5347 1.7337 0.7631
4 C 2.7134 0.7772 -0.4328
5 N 1.7958 -0.3550 -0.4674
6 C 2.2615 -1.5808 -0.2585
7 C 3.5054 -1.8456 0.3559
8 C 4.2029 -3.0215 0.5688
9 C 3.9359 -4.3112 0.1466
10 C 2.7924 -4.7011 -0.5344
11 C 1.6482 -3.9927 -0.8387
12 C 1.2834 -2.6457 -0.5983
13 N 0.0527 -2.1985 -0.7516
14 C -1.0072 -3.1552 -1.0270
15 C -2.3637 -2.5119 -1.2626
16 C -2.8578 -1.6009 -0.1482
17 N -2.1261 -0.3532 -0.1886
18 C -2.6779 0.7854 0.2136
19 C -3.8836 0.8329 0.9307
20 C -4.6396 1.9022 1.3933
21 C -4.4959 3.2540 1.1713
22 C -3.4786 3.8396 0.4196
23 C -2.3507 3.2961 -0.1467
24 C -1.8433 1.9645 -0.1481
25 N -0.6418 1.6455 -0.5774
26 C 0.2231 2.7020 -1.0894
27 C 0.8876 3.5624 0.0003
28 H 2.9775 3.4097 -0.5132
29 H 2.6641 3.8553 1.1460
30 H 1.6846 1.4011 1.3598
31 H 3.4114 1.6655 1.4116
32 H 3.7459 0.4324 -0.4836
33 H 2.5649 1.3295 -1.3611
34 H 3.9824 -0.9722 0.7796
35 H 5.1228 -2.8960 1.1317
36 H 4.6726 -5.0722 0.3673
37 H 2.7659 -5.7422 -0.8414
38 H 0.8813 -4.5806 -1.3227
39 H -1.0785 -3.8705 -0.1960
40 H -0.7662 -3.7385 -1.9222
41 H -3.0846 -3.3200 -1.4095
42 H -2.3391 -1.9285 -2.1874
43 H -2.7376 -2.0983 0.8249
44 H -3.9267 -1.4180 -0.2908
45 H -4.2638 -0.1385 1.2184
46 H -5.4922 1.6168 2.0016
47 H -5.2400 3.9139 1.5970
48 H -3.5716 4.9126 0.2810
49 H -1.7148 4.0214 -0.6338
50 H -0.3474 3.3366 -1.7728
51 H 0.9779 2.2272 -1.7115
52 H 0.2744 3.4958 0.9034
53 H 0.8682 4.6109 -0.3099
54 S 0.3709 -0.8915 2.8973
55 C -0.0167 -0.4736 1.4639

Summary:
- spin multiplicity = 2
- gap between HOMO and LUMO (alpha / beta) (eV) = 6.813 / 6.225
- <S²> = 0.99
- LUMO (alpha / beta) (eV) = 0.02 / -0.54

No. 2
Formula: C16H24F2N5S4SbTi
Source: the OMol25 dataset
Level of theory: the ωB97M-V functional and the def2-TZVPD basis

Atoms and positions in Å:
1 Ti 0.2887 -0.2743 0.0414
2 C -2.2022 -2.8863 -2.4977
3 C -1.6058 -1.8273 -1.6162
4 N -0.3426 -1.8661 -1.1312
5 C 0.6787 -2.6825 -1.7504
6 C 1.6935 -3.1145 -0.6979
7 N 1.8180 -2.0360 0.2805
8 C 3.0542 -1.9906 1.0483
9 C 3.1739 -0.6417 1.7817
10 N 2.1663 0.2927 1.3004
11 C 2.1413 1.5611 2.0400
12 C 0.7521 2.2017 2.0390
13 N -0.1263 1.6372 1.0164
14 C -1.2062 2.2312 0.6641
15 C -1.6184 3.6141 1.0500
16 C -2.1150 1.3885 -0.1357
17 C -3.4073 1.7290 -0.4284
18 C -4.1936 0.8146 -1.1750
19 C -3.6587 -0.3685 -1.5808
20 C -2.3106 -0.6889 -1.2489
21 N -1.5591 0.2065 -0.5017
22 H -1.7255 -3.8551 -2.3434
23 H -2.1119 -2.6364 -3.5605
24 H -3.2633 -3.0112 -2.2791
25 H 1.1969 -2.0642 -2.4951
26 H 0.2775 -3.5632 -2.2639
27 H 2.6643 -3.2856 -1.1677
28 H 1.3841 -4.0486 -0.2081
29 H 1.0746 -2.1634 0.9693
30 H 3.8950 -2.1324 0.3672
31 H 3.0769 -2.8106 1.7782
32 H 4.1766 -0.2270 1.6161
33 H 3.0527 -0.7750 2.8594
34 H 2.4362 0.5377 0.3237
35 H 2.8364 2.2677 1.5785
36 H 2.4478 1.3730 3.0729
37 H 0.8905 3.2726 1.8944
38 H 0.2516 2.0084 2.9921
39 H -0.8176 4.1535 1.5440
40 H -2.4966 3.5882 1.7018
41 H -1.8527 4.1300 0.1171
42 H -3.7865 2.6986 -0.1431
43 H -5.2135 1.0698 -1.4390
44 H -4.2353 -1.0652 -2.1741
45 S 2.7446 3.4081 -4.0305
46 Sb 1.4530 3.0925 -2.1618
47 S 1.7550 0.6862 -1.6686
48 S 2.1705 4.2313 -0.2768
49 S -0.8275 3.3338 -2.4468
50 F -0.7983 -0.3297 3.0201
51 C -0.5986 -1.2201 1.9509
52 F 0.1180 -2.3058 2.5832
53 H -1.5959 -1.6577 1.7919

Summary:
- gap between HOMO and LUMO (alpha / beta) (eV) = 4.735 / 4.738
- net charge = -2
- LUMO (alpha / beta) (eV) = 4.22 / 4.22

No. 3
Formula: C27H23N2O2
Source: the OMol25 dataset
Level of theory: the ωB97M-V functional and the def2-TZVPD basis

Atoms and positions in Å:
1 H 1.5967 -2.8507 1.9446
2 C 2.6282 -5.5462 0.2418
3 H 3.4398 -5.2653 0.9032
4 C 1.6073 -6.3536 0.7710
5 C 0.4873 -6.6359 0.0112
6 N 0.3072 -6.0320 -1.1847
7 C -0.8495 -6.3720 -1.9632
8 C -2.1358 -6.0890 -1.5079
9 C -3.2279 -6.4085 -2.3224
10 C -3.0238 -7.1012 -3.5297
11 C -1.7205 -7.4289 -3.9419
12 C -0.6287 -7.0058 -3.1789
13 C 1.2522 -5.1949 -1.7048
14 C 2.3743 -4.8378 -0.9574
15 C 2.8746 -3.4578 -1.3328
16 N 3.6077 -2.7496 -0.4172
17 O 2.5376 -2.9476 -2.4078
18 H 1.5942 -6.7134 1.8016
19 H -0.3647 -7.2540 0.3318
20 H -2.2633 -5.6100 -0.5365
21 H -4.2336 -6.1089 -2.0197
22 H -3.8753 -7.3847 -4.1526
23 H -1.5484 -7.9935 -4.8619
24 H 0.4004 -7.2064 -3.4797
25 H 0.8564 -4.6821 -2.6028
26 H 3.8373 -3.0339 0.5191
27 H 4.0694 -1.9183 -0.7508
28 C -4.0600 0.8406 1.8812
29 C -3.9036 -0.4956 2.2887
30 C -2.6254 -1.0077 2.5214
31 C -1.4672 -0.2046 2.3652
32 C -0.1407 -0.7447 2.5937
33 O 0.8519 0.1441 2.2759
34 C 2.1649 -0.1499 2.5981
35 C 2.5300 -1.4225 3.0360
36 C 3.9038 -1.7051 3.1817
37 C 4.8478 -0.6929 3.0581
38 C 4.4441 0.6043 2.6892
39 C 3.1008 0.8720 2.4316
40 C 1.5188 -2.5079 2.9506
41 C 0.1375 -2.0125 2.9971
42 C -1.6443 1.1367 1.9550
43 C -2.9200 1.6527 1.7222
44 H -5.0643 1.2507 1.7159
45 H -4.7790 -1.1356 2.4493
46 H -2.4842 -2.0359 2.8492
47 H 4.1954 -2.7283 3.4584
48 H 5.9038 -0.8955 3.2664
49 H 5.1900 1.3894 2.5605
50 H 2.7656 1.8610 2.1116
51 H 1.7306 -3.3184 3.6581
52 H -0.6645 -2.7340 3.0880
53 H -0.7776 1.7847 1.8370
54 H -3.0366 2.7030 1.4313

Summary:
- gap between HOMO and LUMO (eV) = 5.425
- net charge = +1
- LUMO (eV) = -4.62